C3H6ClNO | ωB97M-V/def2-TZVPD

Geometry (Å):
H  -1.5720  -1.5247  -0.9886
H  -1.1499  0.9346  -1.5747
H  1.1007  -1.0417  0.4533
C  0.3235  -1.5484  -0.0949
Cl  0.6720  -3.2233  0.2847
H  0.9310  0.5023  1.2875
H  -1.3933  0.9933  0.0335
C  -0.6552  -0.9285  -0.8437
C  -0.5817  0.6321  -0.7257
H  1.2290  2.2910  1.4830
O  0.4854  1.4670  -0.3495
N  0.6105  1.4464  1.0350

Force components x, y, z for each atom (eV/Å):
H -0.005 1.209 -0.007
H 0.613 1.093 -1.374
H -0.261 0.434 -0.217
C 5.670 -3.426 4.282
Cl -0.988 0.747 -0.932
H 0.414 1.075 0.269
H 0.828 -1.191 -0.486
C -2.319 2.801 -2.212
C -4.133 -0.483 1.916
H -1.683 -2.962 -2.320
O 1.166 -0.696 -2.038
N 0.699 1.400 3.118

Properties
Spin multiplicity = 3
Orbital gap (alpha / beta) = 0.256 / 0.258 Eh
Lowest unoccupied orbital energy (alpha / beta) = 0.99 / -2.16 eV
Energy relative to the best compared isomer or geometry (same formula, charge and spin) = 3.254 eV
HOMO level (alpha / beta) = -5.985 / -9.184 eV
Calculated total energy = -19260.2575 eV



C3H7Br2OP | ωB97M-V/def2-TZVPD

Geometry (Å):
P  -2.3422  1.0641  -0.2136
H  -0.2276  -0.1508  2.1933
Br  -4.2659  0.0936  -0.0010
C  0.5401  1.6085  1.3386
H  1.5344  1.5571  1.5981
H  0.2263  2.2067  2.0758
H  0.2397  -0.3293  -2.4094
H  -1.2939  -1.2578  -2.5736
C  -0.2920  -1.1310  -2.0426
C  -0.2522  0.3473  1.3140
H  -0.0064  -0.1959  0.3705
H  0.2977  -1.9435  -1.7159
Br  0.3890  2.6421  -0.3802
O  -1.5920  0.5342  1.1648

Force components x, y, z for each atom (eV/Å):
P 1.083 0.056 0.082
H 1.173 -1.957 2.704
Br -0.727 -0.498 0.241
C -0.638 -0.446 -2.594
H 2.535 -0.912 -0.246
H -1.995 2.678 2.457
H 1.112 1.867 -0.503
H 1.514 -0.179 1.145
C -2.883 -0.595 -1.067
C 1.007 0.643 -4.466
H 0.864 -0.503 1.011
H 0.110 -0.932 0.518
Br 0.390 -0.536 1.063
O -3.545 1.313 -0.346

Properties
Orbital gap (alpha / beta) = 0.313 / 0.273 Eh
Lowest unoccupied orbital energy (alpha / beta) = -0.49 / -0.14 eV
Energy relative to the best compared isomer or geometry (same formula, charge and spin) = 4.638 eV
HOMO level (alpha / beta) = -9.017 / -7.559 eV
Calculated total energy = -154642.5605 eV



C7H12AuF6O4PSe3Te | ωB97M-V/def2-TZVPD

Geometry (Å):
O  -2.5058  -2.9080  1.2324
H  -0.8211  -4.1163  1.0933
C  2.4582  1.2989  -0.7188
C  2.3982  -0.2205  -0.8193
F  4.0087  1.1598  -2.5204
H  -2.3788  -4.8443  0.6322
F  3.3061  3.0319  0.6926
P  -2.0546  -1.3943  1.0702
H  -1.5811  -3.6910  -0.4662
O  1.1622  1.7119  -0.3655
C  3.4113  1.7245  0.4174
Se  -1.0432  -0.3093  -3.3952
H  -5.0598  -1.3133  1.0338
H  -5.0086  0.3860  1.5666
O  -3.2492  -0.6130  1.7698
C  -1.7661  -3.9500  0.5778
C  -0.2213  -0.0212  2.3269
Se  -1.6830  1.9604  -3.5918
O  -0.9079  -1.2781  2.1580
F  3.1080  1.0621  1.5449
H  1.9137  -0.6098  0.0740
Te  -1.7845  2.7823  -1.2430
C  -4.4696  -0.3983  1.0440
H  3.3944  -0.6487  -0.9092
H  1.8011  -0.4857  -1.6913
F  3.3501  3.1441  -1.9954
F  1.9947  1.7812  -2.9900
H  -0.1413  0.5168  1.3804
F  4.6917  1.4643  0.1273
C  2.9566  1.8640  -2.0751
H  -4.2597  -0.0819  0.0200
Se  0.5335  3.4230  -0.6781
Au  -1.5709  -0.7545  -1.0520
H  0.7753  -0.2524  2.6911
H  -0.7576  0.5795  3.0588

Force components x, y, z for each atom (eV/Å):
O -0.010 -0.001 0.018
H -0.001 0.000 0.001
C -0.025 -0.001 -0.002
C 0.013 -0.005 -0.012
F -0.010 0.004 0.000
H 0.000 0.000 -0.004
F 0.003 -0.016 -0.003
P -0.017 0.033 0.048
H 0.001 -0.003 -0.001
O -0.026 -0.022 0.017
C -0.010 0.032 0.002
Se 0.034 0.056 0.053
H -0.002 0.000 -0.001
H 0.000 -0.003 0.004
O 0.014 -0.020 -0.022
C 0.007 0.008 0.003
C 0.018 -0.008 -0.004
Se -0.008 -0.019 0.006
O 0.012 0.011 -0.035
F -0.007 -0.020 0.014
H 0.001 0.011 -0.014
Te 0.055 -0.006 0.015
C -0.002 0.015 -0.001
H 0.000 -0.005 0.001
H -0.007 -0.006 0.012
F -0.020 0.001 0.004
F -0.045 -0.025 -0.028
H -0.001 0.001 -0.017
F 0.008 -0.003 0.005
C 0.017 -0.005 0.019
H -0.001 -0.001 0.002
Se -0.004 0.039 -0.002
Au 0.014 -0.057 -0.081
H 0.000 -0.002 0.019
H -0.002 0.020 -0.015

Properties
Orbital gap = 0.265 Eh
Lowest unoccupied orbital energy = -0.39 eV
Energy relative to the best compared isomer or geometry (same formula, charge and spin) = 0.000 eV
HOMO level = -7.595 eV
Calculated total energy = -248265.2634 eV



C58H77N9O3PPb | ωB97M-V/def2-TZVPD

Geometry (Å):
H  -4.6597  -3.6400  3.5290
C  -4.0539  -0.7876  -5.9411
P  0.5974  4.0627  -0.3000
H  -1.5528  4.2022  1.3055
H  5.4028  2.5578  -3.9402
C  1.4522  1.3022  2.5255
C  -0.6541  -1.6570  2.3522
H  4.0017  -2.9816  2.0682
C  2.2492  2.1782  -2.8389
C  -2.9134  1.1442  2.0815
C  -4.5360  -0.6665  -3.4655
H  2.2139  -0.3277  7.8862
C  -4.0892  -0.6357  -2.1484
H  -5.2702  -1.4742  -0.5588
H  2.4105  -2.3242  -5.9293
C  -1.7689  -1.0449  -2.8778
H  -4.7695  -5.4025  3.6822
H  -4.8937  1.9140  2.7737
H  3.0960  2.0245  6.2443
C  2.0219  -0.4172  6.8142
H  -0.1531  -1.0589  4.9968
C  0.6486  -3.3936  -2.1921
H  0.0507  1.0645  8.0806
H  -6.0221  -0.0887  -1.3447
H  3.3777  -3.3221  -1.8526
H  -1.1274  5.2824  -2.1423
C  2.4760  -3.1254  -5.1855
H  4.6342  4.4798  -0.9673
H  3.0923  3.3921  -4.3984
H  1.7724  -5.2193  -1.9529
C  0.4824  -2.1944  -3.1562
C  0.1449  -0.5337  2.9386
H  -0.8378  6.9653  -1.6815
H  -2.5748  -4.5078  0.7187
H  -0.8196  3.2499  2.5983
H  -1.4603  -4.5416  5.2242
H  0.2881  6.2908  -3.8583
O  2.2057  4.1108  -0.4166
C  0.0835  -2.7644  -4.5328
N  -3.7522  2.6027  -2.2324
H  -4.7260  2.7859  -2.0742
C  0.7298  6.0968  -2.8788
H  4.0077  6.1249  -1.1740
H  1.7818  -0.7087  -4.0230
H  -1.3793  -2.8057  -0.6071
H  -2.4663  -6.3391  2.0662
H  -3.5360  -1.5552  -6.5185
C  1.6902  -4.4046  -2.6791
C  3.9764  -2.1670  1.3559
C  -2.2611  -0.9692  -4.2019
H  -1.1382  -6.1258  3.2172
H  1.8972  1.9551  1.7773
C  -2.7404  -0.8131  -1.8756
H  -2.6779  -6.8133  3.7528
N  -1.6817  1.9430  -1.9015
H  1.9386  -5.7068  -4.4029
C  1.2705  0.8259  6.3092
H  5.7453  0.9149  -2.1296
C  3.6633  0.8777  -1.5782
C  -2.5185  -4.4505  4.9613
H  -0.3218  -3.8927  -2.0865
H  -4.6701  0.1395  -0.2079
C  -2.8402  2.1574  -1.3293
H  5.0390  5.7386  0.2149
C  3.0468  -3.7063  -2.8264
C  -0.0943  0.9263  7.0067
O  0.5327  4.1168  1.3286
H  -3.0657  -5.2092  5.5236
H  2.9815  -0.5206  6.3017
H  2.1722  -1.1775  -2.3642
C  2.0901  2.0659  6.6695
C  -3.1086  1.8865  0.0766
H  3.8012  -4.4183  -3.1773
H  -2.4252  -0.7564  -0.8365
C  -2.2229  -6.0695  3.0953
C  4.7559  1.3063  -2.3215
H  -0.6607  1.7808  6.6270
C  4.2525  5.3559  -0.4382
C  -2.7418  -4.6706  3.4637
H  3.8707  -2.0432  -3.9390
N  -0.6952  -1.7485  1.0134
H  -1.6732  5.3997  3.5034
H  0.9427  -3.0008  -1.2106
C  -4.2486  -4.5884  3.1727
H  -0.9101  -3.2155  -4.4872
H  0.0681  -1.9618  -5.2732
C  -1.3787  -2.7633  0.4755
C  -4.1237  1.7679  2.0340
C  3.0377  4.9778  0.3790
C  2.7741  -1.7314  0.8292
H  2.2373  2.3965  4.1826
N  -4.2389  2.2413  0.7467
H  0.1020  5.3704  3.5977
H  3.3285  4.4371  1.2810
H  5.9457  -0.0059  -0.3160
C  -0.7514  5.3851  2.9163
H  -1.5736  -0.9865  -5.0354
H  0.7781  -4.1834  -5.9891
H  3.2141  -3.8514  -5.5416
C  4.5621  2.2181  -3.3484
C  -0.3609  5.9990  -1.8258
C  -3.6114  -0.8167  -4.4963
H  2.4707  5.8597  0.6767
C  3.2837  2.6729  -3.6121
H  1.4225  6.9061  -2.6418
H  -2.8825  -3.4711  5.2847
H  -2.4494  0.6492  2.9237
C  -2.0192  -3.6318  2.6169
H  2.1924  2.1243  7.7542
C  1.1114  -3.8024  -5.0209
C  -0.7216  4.1682  2.0191
Pb  0.1972  0.2284  -0.6735
H  -5.1277  -0.9553  -6.0316
C  5.1342  -1.5301  0.9442
C  -1.3025  -2.5772  3.1646
H  -3.8250  0.1782  -6.4017
H  -5.5950  -0.5676  -3.6864
H  1.2192  2.4813  -3.0163
C  2.9094  -2.5572  -3.8329
N  2.4295  1.3079  -1.8501
H  6.0989  -1.8250  1.3404
N  -0.4424  -1.2277  -2.4963
H  -4.4592  -4.6666  2.1044
C  3.8041  -0.1491  -0.4939
H  -1.0662  2.0854  -3.9558
H  1.8371  -2.1927  1.1234
H  0.2595  -5.4520  -3.9111
N  0.7214  0.2957  2.0657
C  1.0690  0.6868  4.8058
C  1.2311  -4.9611  -4.0276
H  -1.2460  -2.4738  4.2381
C  -1.8602  2.2242  -3.2341
C  5.0479  -0.5121  0.0100
C  -3.1367  2.6399  -3.4598
C  0.3056  -0.3655  4.3044
H  -5.0356  2.7324  0.3843
H  -0.6953  0.0247  6.8636
H  1.6015  2.9838  6.3315
O  0.1575  5.6245  -0.5416
C  -2.0452  -3.7119  1.2269
C  1.8619  -1.5570  -3.3318
N  2.6809  -0.7427  -0.0643
H  -0.6961  6.2950  2.3159
C  1.6476  1.5435  3.8776
N  -2.2899  1.2238  0.8585
C  -5.0682  -0.4962  -1.0053
H  1.2950  5.1622  -2.9259
H  -3.6558  2.9292  -4.3585
H  1.4463  -1.3312  6.6482

Force components x, y, z for each atom (eV/Å):
H 0.008 -0.046 -0.032
C 0.059 0.032 0.109
P 0.056 0.258 0.243
H 0.037 -0.042 -0.022
H -0.017 -0.009 0.024
C -0.040 -0.053 -0.024
C 0.033 0.012 -0.240
H -0.026 0.048 -0.035
C -0.172 -0.107 0.124
C 0.100 -0.012 -0.026
C 0.046 0.025 -0.041
H -0.024 -0.012 -0.056
C 0.002 -0.096 0.022
H -0.032 0.049 -0.024
H 0.012 -0.028 0.015
C 0.018 -0.021 0.017
H 0.014 0.054 -0.009
H 0.053 -0.004 -0.076
H -0.051 0.019 0.012
C -0.022 -0.003 -0.005
H 0.037 0.060 -0.039
C 0.080 -0.011 -0.092
H -0.021 -0.026 -0.048
H -0.005 0.016 0.008
H -0.006 -0.013 -0.047
H 0.023 -0.033 0.061
C -0.069 -0.017 0.068
H 0.023 0.027 0.062
H -0.022 -0.072 0.022
H 0.004 0.010 0.008
C -0.208 -0.034 0.164
C 0.021 0.024 -0.115
H -0.077 0.028 0.025
H 0.015 0.035 0.007
H 0.010 -0.094 0.008
H -0.070 0.025 0.012
H 0.028 0.011 0.030
O 0.079 -0.071 -0.031
C 0.076 -0.046 0.072
N 0.016 0.073 0.043
H -0.072 -0.051 0.004
C -0.032 -0.008 0.104
H 0.023 -0.084 0.005
H -0.015 0.003 0.053
H -0.025 0.070 0.043
H 0.018 0.024 0.033
H -0.041 0.033 -0.008
C 0.011 -0.009 0.038
C 0.005 -0.034 0.038
C -0.017 -0.031 -0.010
H -0.049 -0.015 -0.010
H -0.047 -0.043 0.077
C 0.049 -0.207 -0.045
H 0.005 0.019 -0.044
N -0.044 0.048 -0.297
H -0.013 0.004 0.019
C 0.015 -0.004 0.081
H -0.037 0.046 -0.013
C -0.077 -0.087 0.029
C 0.021 -0.002 -0.024
H 0.031 0.048 0.040
H -0.153 -0.287 -0.159
C 0.002 0.244 -0.002
H -0.026 0.031 -0.054
C -0.088 0.031 -0.060
C -0.012 -0.002 -0.017
O -0.008 -0.143 0.153
H 0.017 0.033 -0.018
H -0.031 -0.009 0.037
H 0.105 0.130 0.124
C -0.021 0.017 -0.034
C 0.031 0.156 0.078
H -0.002 0.020 0.047
H -0.039 -0.166 -0.025
C 0.034 0.010 0.012
C 0.123 0.016 -0.035
H 0.013 -0.043 0.029
C 0.000 0.033 -0.058
C -0.050 -0.030 0.042
H -0.004 -0.002 0.009
N 0.056 -0.083 0.227
H 0.063 0.015 -0.022
H -0.067 -0.038 -0.011
C 0.001 0.038 0.004
H -0.012 0.027 -0.036
H -0.096 0.007 0.021
C 0.036 0.083 0.069
C -0.009 -0.019 -0.044
C 0.020 0.025 -0.053
C -0.076 0.168 -0.133
H 0.022 -0.049 -0.020
N 0.119 0.162 0.140
H -0.067 0.001 -0.002
H -0.056 -0.046 0.006
H -0.039 -0.017 0.021
C 0.033 0.038 -0.053
H -0.021 -0.095 0.068
H -0.022 -0.011 -0.014
H -0.008 0.041 -0.026
C 0.081 -0.041 0.064
C 0.087 -0.110 -0.123
C 0.047 -0.050 0.023
H -0.017 -0.002 0.036
C 0.005 0.087 -0.064
H 0.017 -0.057 -0.009
H 0.022 -0.071 0.007
H -0.063 0.055 -0.112
C -0.035 -0.074 -0.075
H 0.007 0.009 -0.028
C 0.007 0.030 0.036
C -0.038 0.101 -0.098
Pb -0.421 -0.142 -0.440
H 0.034 0.010 0.006
C 0.077 0.011 -0.005
C -0.036 0.014 0.179
H -0.016 -0.028 0.007
H 0.047 -0.015 -0.003
H 0.089 0.032 0.044
C 0.053 -0.021 0.031
N 0.092 0.015 -0.078
H -0.056 0.021 -0.027
N 0.113 0.160 -0.122
H 0.008 -0.032 0.047
C -0.196 -0.029 -0.054
H -0.124 0.014 0.109
H 0.037 0.042 -0.016
H 0.034 -0.035 -0.016
N 0.053 0.008 0.081
C 0.093 0.034 0.021
C -0.012 0.137 -0.025
H -0.005 -0.024 -0.086
C 0.149 0.037 0.041
C 0.111 0.029 0.046
C 0.028 -0.029 0.039
C -0.081 -0.078 0.123
H -0.021 0.066 -0.036
H 0.036 0.070 0.008
H 0.044 -0.039 0.012
O -0.077 0.071 -0.073
C 0.000 -0.002 -0.005
C -0.037 0.014 -0.106
N 0.202 -0.160 -0.051
H -0.013 -0.033 0.056
C -0.033 0.053 -0.019
N 0.051 -0.022 0.072
C 0.141 -0.067 0.022
H -0.011 0.053 -0.058
H 0.024 -0.024 0.086
H 0.042 0.047 0.014

Properties
Net charge = +1
Orbital gap = 0.227 Eh
Lowest unoccupied orbital energy = -2.18 eV
HOMO level = -8.359 eV
Calculated total energy = -95486.6865 eV



C3H7N2S2 | ωB97M-V/def2-TZVPD

Geometry (Å):
H  -0.4519  -2.2476  -2.5051
C  0.2986  -1.9137  -1.6601
C  0.3438  -0.6498  -0.9199
S  0.1764  2.7813  -0.3462
H  -0.2197  -1.4948  0.7049
H  0.0789  -2.8104  -1.0248
N  -0.3078  1.8370  0.9633
H  -0.9335  0.3444  2.0502
H  0.9192  0.1459  -1.3847
N  -0.1744  -0.5569  0.3215
H  0.2220  3.4143  2.3573
H  1.2623  -2.0627  -2.2122
S  -0.8505  2.6847  2.5613
C  -0.3636  0.5281  1.0944

Force components x, y, z for each atom (eV/Å):
H 0.768 1.958 1.353
C -0.147 -2.814 -1.173
C -0.477 0.095 -0.330
S -0.219 -1.094 0.842
H -0.982 0.239 0.751
H 0.621 0.725 0.042
N 0.252 0.767 -0.765
H 1.207 -0.801 -1.052
H -0.652 0.495 0.399
N 1.787 0.078 -3.171
H 0.514 0.768 0.397
H -0.589 0.093 0.699
S 0.149 -0.847 -1.772
C -2.232 0.339 3.777

Properties
Net charge = +1
Orbital gap (alpha / beta) = 0.275 / 0.232 Eh
Lowest unoccupied orbital energy (alpha / beta) = -5.62 / -6.19 eV
SMILES string = C/C=[NH+]/C=[N+](\[S-])S
Energy relative to the best compared isomer or geometry (same formula, charge and spin) = 4.291 eV
HOMO level (alpha / beta) = -13.100 / -12.493 eV
Calculated total energy = -27864.6038 eV



Number 1: strongest force on any atom 0.1534 hartree/bohr. Number 2: strongest force on any atom 0.0899 hartree/bohr. Number 3: strongest force on any atom 0.0020 hartree/bohr. Number 4: strongest force on any atom 0.0122 hartree/bohr. Number 5: strongest force on any atom 0.0856 hartree/bohr.